{"formula": "C8H23NO3", "method": "ωB97M-V/def2-TZVPD", "elements": ["C", "C", "C", "O", "C", "N", "H", "H", "H", "H", "H", "H", "H", "H", "H", "H", "H", "C", "C", "O", "H", "H", "H", "H", "H", "H", "C", "C", "O", "H", "H", "H", "H", "H", "H"], "positions_angstrom": [[-5.383227, -2.365288, -1.271726], [-3.987697, -2.508028, -0.708546], [-3.126217, -1.282718, -0.985136], [-1.829157, -1.440428, -0.403006], [-0.945237, -0.309098, -0.488706], [-4.041687, -2.704518, 0.743484], [-5.646757, -1.308348, -1.232636], [-6.060547, -3.126428, -0.884446], [-5.391837, -2.601468, -2.335796], [-3.503597, -3.345798, -1.210426], [-3.647487, -0.445308, -0.521316], [-3.055747, -1.090548, -2.055746], [-0.062267, -0.290258, 0.150124], [-1.600767, 0.471372, -0.102366], [-0.672547, -0.082738, -1.519476], [-4.570437, -1.923678, 1.105154], [-3.106167, -2.743668, 1.122124], [3.216393, 2.815962, 2.646064], [1.943523, 2.323672, 1.855154], [1.988293, 0.948742, 1.624434], [3.168933, 3.702482, 3.278454], [4.062193, 2.843162, 1.959054], [3.616533, 2.099682, 3.363644], [2.141023, 2.859052, 0.926464], [1.000833, 2.639562, 2.301994], [2.016893, 0.502782, 2.474084], [4.062593, 1.507012, -1.302916], [3.811773, 0.034582, -1.251346], [2.481813, -0.258568, -0.780166], [4.318123, 1.939622, -0.335626], [3.122463, 1.916402, -1.672596], [4.906753, 1.778522, -1.936756], [4.409813, -0.296408, -0.402296], [4.002533, -0.446118, -2.210846], [2.360893, 0.186812, 0.061634]], "forces_ev_per_a": [[0.2, 0.2, -1.0], [-0.9, -2.5, -0.2], [2.0, 1.5, 1.0], [-0.5, -1.5, 0.1], [-1.6, 1.3, -0.1], [1.3, 2.2, -2.6], [-0.9, -0.2, 0.5], [-0.2, 0.6, 0.5], [0.4, 0.1, -0.1], [0.4, -0.3, 0.5], [0.0, 0.4, 0.0], [-0.2, -0.3, -0.2], [-0.2, -1.1, -0.1], [0.4, 0.8, -0.2], [0.1, -0.2, 0.0], [-0.9, -0.3, 1.1], [0.5, -0.7, 0.8], [0.2, -1.1, 0.4], [1.9, 2.0, 0.8], [-0.3, -0.6, -0.1], [-0.4, 0.4, -0.7], [-0.1, 0.6, -0.2], [-0.6, -0.6, 0.2], [-0.9, -0.4, -0.4], [0.0, 0.0, 0.0], [0.1, -0.1, 0.1], [-0.2, 0.8, -0.5], [-0.1, -0.2, 2.0], [-0.2, -0.2, -1.4], [-0.3, -0.1, 0.2], [0.2, 0.7, -0.2], [-0.2, -0.1, -0.3], [0.9, -0.9, -0.7], [-0.2, -0.2, 0.3], [0.1, 0.2, 0.3]], "homo_lumo_gap_ev": [8.70, 2.88], "homo_ev": [-11.67, -11.67], "largest_force_ha_per_bohr": 0.0716, "multiplicity": 2, "energy_ha": -598.6701, "charge": 1, "mol_weight_g_mol": 181.28}

{"formula": "C8H23OSi2", "method": "ωB97M-V/def2-TZVPD", "elements": ["C", "C", "C", "C", "C", "C", "C", "C", "O", "Si", "Si", "H", "H", "H", "H", "H", "H", "H", "H", "H", "H", "H", "H", "H", "H", "H", "H", "H", "H", "H", "H", "H", "H", "H"], "positions_angstrom": [[0.220502, -1.622782, -2.962194], [1.624164, -2.035303, 1.454977], [2.446171, 1.141085, 1.113087], [-1.869222, 2.366622, 1.695735], [-2.989262, -0.290909, 1.351277], [0.965417, -0.432836, -2.352779], [0.157055, 0.785651, -1.945766], [-0.846603, 0.317954, -0.902171], [-0.275785, 0.232584, 0.415196], [2.578960, -0.683486, 0.522266], [-1.367440, 0.508215, 1.694835], [-0.768419, -1.905984, -2.498161], [0.914765, -2.447442, -2.773403], [0.049197, -1.374305, -4.071380], [0.553039, -2.049967, 1.342436], [1.765437, -2.989988, 0.906716], [1.629867, -2.080077, 2.524292], [3.346524, 1.323584, 1.824528], [2.604675, 1.841677, 0.216306], [1.440038, 1.380788, 1.566341], [-2.319471, 2.412945, 2.618730], [-1.040099, 3.083027, 1.543903], [-2.545904, 2.590237, 0.793405], [-3.594716, -0.018129, 2.248362], [-3.572524, 0.047503, 0.585552], [-3.076777, -1.414321, 1.587795], [1.446757, -0.788421, -1.485919], [1.676751, -0.123873, -3.205744], [0.844098, 1.602633, -1.506171], [-0.301395, 1.244472, -2.763834], [-1.196336, -0.631402, -1.195718], [-1.765907, 1.078630, -0.914524], [3.723581, -1.053892, -0.253486], [-0.457139, -0.014490, 2.825510]], "forces_ev_per_a": [[-0.8, 0.2, -0.6], [-0.1, -0.6, -2.3], [0.9, 0.2, -0.6], [1.6, -0.8, -3.5], [0.4, -3.0, 4.6], [-0.3, 1.6, -3.4], [1.7, 0.1, 2.4], [-1.5, 3.4, 0.4], [-0.3, -0.2, -0.6], [-2.3, 1.3, 2.5], [0.7, 0.9, -1.1], [1.1, 0.4, -0.5], [-0.4, -0.3, -0.8], [0.3, -0.9, 1.6], [-0.7, 1.2, -0.6], [0.9, 0.1, 0.9], [1.1, -0.1, 0.7], [-1.5, -0.3, -1.0], [-0.2, -1.0, 1.3], [1.4, -0.5, -0.4], [-1.4, 1.0, 2.0], [-0.3, -0.4, 0.6], [0.5, -0.6, 1.6], [0.3, 0.5, -0.2], [-1.2, 0.6, -2.4], [0.4, 1.3, -1.2], [1.5, -0.7, 1.7], [-0.3, -0.5, 1.9], [-1.0, -1.2, -0.5], [-1.0, 0.5, -1.4], [-0.8, -1.0, -0.1], [1.8, -1.6, 0.2], [0.4, -0.3, -0.6], [-1.0, 0.4, -0.5]], "homo_lumo_gap_ev": 7.90, "homo_ev": -13.13, "largest_force_ha_per_bohr": 0.1082, "multiplicity": 1, "energy_ha": -972.5238, "charge": 1, "mol_weight_g_mol": 191.44, "relative_energy_kj_mol": 157.02}

{"formula": "C8H24AgFO8", "method": "ωB97M-V/def2-TZVPD", "elements": ["Ag", "F", "C", "C", "O", "O", "H", "H", "H", "H", "H", "H", "C", "C", "O", "O", "H", "H", "H", "H", "H", "H", "C", "C", "O", "O", "H", "H", "H", "H", "H", "H", "C", "C", "O", "O", "H", "H", "H", "H", "H", "H"], "positions_angstrom": [[-0.547111, 3.174483, -3.441315], [1.007839, 1.333754, 0.154562], [-7.496513, -2.850908, -1.255364], [-6.349279, -2.815927, -0.236750], [-5.380978, -1.749879, -0.406813], [-8.316405, -1.690632, -1.089239], [-8.117286, -3.702590, -0.977159], [-6.942999, -2.905177, -2.192791], [-5.814956, -3.755434, -0.377967], [-6.846542, -2.842849, 0.732841], [-4.485316, -2.077498, -0.516649], [-7.719068, -1.080053, -1.527382], [-0.759269, -4.472865, -4.265253], [-0.155508, -3.224574, -3.486148], [-0.437269, -3.359925, -2.137451], [-2.117190, -4.748201, -4.157645], [-0.164118, -5.360004, -4.048797], [-0.532284, -4.422022, -5.330139], [-0.681387, -2.337552, -3.839364], [0.922256, -3.156050, -3.633914], [-0.154426, -2.520996, -1.766203], [-2.545097, -4.334088, -4.910638], [1.310571, 7.427068, 4.630627], [1.846681, 6.171289, 3.918365], [1.331489, 6.110340, 2.550602], [2.286165, 8.419317, 4.346979], [1.453924, 7.275292, 5.700442], [0.329227, 7.816572, 4.359750], [1.465823, 5.236766, 4.330344], [2.936160, 6.161506, 3.950492], [1.308351, 5.193786, 2.266018], [2.645136, 8.280626, 3.467487], [6.137871, -0.990420, 1.656609], [5.976075, -1.314455, 0.197624], [5.313630, -0.197961, -0.523397], [4.844910, -0.772811, 2.304805], [6.871717, -0.209622, 1.856442], [6.398968, -1.843942, 2.282256], [5.454728, -2.268066, 0.114339], [6.890694, -1.499214, -0.365801], [4.522886, 0.112977, -0.076595], [4.307901, -0.210062, 1.742187]], "forces_ev_per_a": [[0.3, -0.3, 0.7], [-0.2, 0.3, -0.7], [1.0, 0.5, 1.6], [0.5, -0.8, -0.3], [-1.4, 0.1, 0.0], [0.8, -0.4, -1.0], [0.2, -0.2, -0.6], [-0.9, -0.1, -0.7], [0.0, -0.3, 0.2], [0.6, 0.5, 0.4], [-0.2, -0.4, 0.1], [-0.5, 1.1, 0.2], [2.2, 0.4, -0.5], [-1.5, -1.5, -1.4], [0.0, 0.0, 1.0], [-0.7, 0.2, 0.5], [-0.3, -0.2, 0.9], [0.3, 0.8, -0.3], [0.2, 0.3, -0.5], [0.1, 0.0, -0.5], [-0.1, 0.0, 0.7], [-0.2, 0.0, 0.1], [2.2, -0.5, -0.4], [-2.3, -1.1, -0.8], [0.6, 0.9, 0.4], [0.3, 1.3, 0.0], [-0.7, -0.1, 0.1], [-0.2, -0.7, 0.0], [0.2, 0.1, 0.8], [0.0, 0.1, 0.0], [0.1, -0.1, 0.1], [-0.2, 0.1, -0.1], [-0.9, -0.6, 1.4], [-0.8, 0.8, -0.8], [1.1, -1.3, 0.4], [0.8, 0.4, -0.8], [-0.3, 0.4, -0.1], [0.9, -0.3, -0.7], [-0.7, 0.2, -0.1], [0.3, 0.5, 0.4], [-0.2, -0.3, 0.1], [-0.2, 0.2, 0.2]], "homo_lumo_gap_ev": 3.75, "homo_ev": -8.07, "largest_force_ha_per_bohr": 0.0527, "multiplicity": 1, "energy_ha": -1167.6266, "mol_weight_g_mol": 375.14, "relative_energy_kj_mol": 639.89}

{"formula": "C8H24BO3S2", "method": "ωB97M-V/def2-TZVPD", "elements": ["C", "B", "C", "O", "C", "C", "H", "H", "H", "H", "H", "H", "H", "H", "H", "H", "H", "H", "C", "S", "O", "C", "H", "H", "H", "H", "H", "H", "C", "S", "O", "C", "H", "H", "H", "H", "H", "H"], "positions_angstrom": [[1.944342, -3.575824, 1.275399], [0.851635, -2.333706, 1.283410], [-0.605307, -2.947140, 0.881425], [-1.709230, -2.044591, 1.108209], [-2.950913, -2.467667, 0.637031], [-4.022947, -2.238246, 1.697708], [2.096083, -4.005731, 2.273180], [2.933544, -3.289494, 0.901454], [1.607900, -4.409606, 0.640119], [0.774401, -1.807481, 2.409280], [1.143349, -1.471285, 0.448544], [-0.612148, -3.212058, -0.191926], [-0.834185, -3.882184, 1.427842], [-3.219501, -1.912235, -0.276082], [-2.895508, -3.527065, 0.355433], [-3.702535, -1.427579, 2.351146], [-4.168629, -3.125580, 2.315598], [-4.985610, -1.964375, 1.259825], [2.894295, 3.083486, 1.473209], [1.923776, 1.559143, 1.439988], [2.032042, 1.105700, 0.034516], [0.322235, 2.361640, 1.573443], [3.935898, 2.795031, 1.344788], [2.571790, 3.715928, 0.646437], [2.765504, 3.590103, 2.431233], [0.211159, 3.059440, 0.742495], [0.240271, 2.859655, 2.540340], [-0.414799, 1.562422, 1.501913], [-0.560821, 3.148807, -4.293974], [-0.422177, 2.490499, -2.623992], [0.110848, 3.614944, -1.804425], [0.933821, 1.372206, -2.951437], [-1.330530, 3.917563, -4.275709], [0.396936, 3.582080, -4.581870], [-0.849127, 2.349127, -4.976591], [1.771853, 1.950215, -3.342837], [0.603681, 0.619013, -3.667534], [1.218605, 0.904842, -2.007589]], "forces_ev_per_a": [[-0.1, 0.0, 0.0], [-0.1, 0.1, 0.0], [-0.1, -0.1, -0.1], [0.1, 0.3, 0.3], [0.1, -0.1, -0.2], [-0.1, -0.1, 0.1], [0.0, 0.0, 0.0], [0.0, 0.0, 0.0], [0.0, 0.0, -0.1], [0.0, 0.0, -0.1], [0.0, -0.1, 0.1], [0.0, -0.1, 0.0], [0.0, 0.0, 0.0], [0.1, 0.0, 0.0], [-0.1, 0.0, 0.0], [0.0, 0.1, 0.0], [0.0, 0.0, 0.1], [0.0, -0.1, 0.0], [0.0, 0.0, 0.2], [0.1, 0.1, -0.1], [0.1, 0.0, -0.3], [-0.1, -0.1, 0.0], [0.0, 0.0, 0.0], [0.0, 0.0, 0.0], [0.0, 0.0, 0.0], [0.0, 0.0, 0.0], [0.0, 0.0, 0.0], [0.0, 0.0, 0.0], [0.0, -0.1, 0.0], [0.0, 0.0, 0.1], [0.0, 0.1, 0.0], [0.1, -0.1, 0.0], [0.0, 0.0, 0.0], [0.0, 0.0, 0.0], [0.0, 0.0, 0.0], [0.0, 0.0, 0.0], [0.0, 0.0, 0.0], [-0.1, 0.0, 0.0]], "homo_lumo_gap_ev": 6.82, "homo_ev": -4.21, "largest_force_ha_per_bohr": 0.0076, "multiplicity": 1, "energy_ha": -1366.0739, "charge": -1, "mol_weight_g_mol": 243.22, "relative_energy_kj_mol": 0.00}